## i
A 2-piece molecular cluster, C27H30N2O5 overall, computed with wB97M-V/def2-TZVPD.

```
! wB97M-V def2-TZVPD RIJCOSX def2/J DEFGRID3
* xyz 0 1
C 1.316 -2.221 4.244
C 1.250 -0.741 4.251
C 2.547 -0.072 4.142
C 2.672 1.418 4.250
O 3.581 -0.741 3.948
C 0.008 -0.009 4.417
C -1.332 -0.708 4.281
O -0.059 1.208 4.678
H 0.338 -2.697 4.317
H 1.812 -2.584 3.333
H 1.929 -2.588 5.082
H 1.696 1.899 4.222
H 3.149 1.655 5.206
H 3.334 1.778 3.456
H -1.279 -1.791 4.219
H -1.966 -0.421 5.126
H -1.821 -0.332 3.373
C -0.208 2.984 -4.297
O -1.028 1.975 -3.654
C -2.030 2.438 -2.873
C -2.402 3.795 -2.790
C -3.420 4.169 -1.919
C -4.098 3.226 -1.156
C -3.740 1.868 -1.265
O -4.375 0.867 -0.609
C -5.494 1.257 0.228
C -2.680 1.486 -2.087
N -2.369 0.088 -2.221
C -1.159 -0.518 -2.044
C -0.075 0.115 -1.306
C 1.232 -0.541 -1.336
C 2.205 -0.300 -0.426
C 3.434 -1.076 -0.370
C 4.192 -1.110 0.820
C 5.307 -1.926 0.955
C 5.721 -2.723 -0.122
C 4.999 -2.689 -1.324
C 3.878 -1.867 -1.458
O -0.305 1.158 -0.664
N -1.342 -1.840 -2.274
C -0.385 -2.926 -2.127
C -2.636 -2.052 -2.733
C -3.276 -0.866 -2.673
H 0.534 2.421 -4.858
H -0.792 3.628 -4.972
H 0.272 3.614 -3.534
H -1.871 4.544 -3.377
H -3.697 5.220 -1.835
H -4.902 3.517 -0.480
H -5.867 0.320 0.638
H -5.169 1.931 1.033
H -6.276 1.759 -0.361
H 1.377 -1.246 -2.151
H 2.065 0.484 0.323
H 3.853 -0.500 1.656
H 5.842 -1.933 1.906
H 6.599 -3.362 -0.024
H 5.306 -3.311 -2.168
H 3.327 -1.831 -2.399
H -0.968 -3.855 -2.116
H 0.311 -2.971 -2.979
H 0.184 -2.847 -1.192
H -2.963 -3.037 -3.026
H -4.287 -0.596 -2.902
*
```

Summary:
E_HOMO ... -4.991 eV
LUMO level ... -1.923 eV

Atomic partial charges in e from the Löwdin method, atoms 1 to 5:
1. C -0.11
2. C -0.20
3. C -0.48
4. C -0.04
5. O -0.08



## ii
One molecule with the formula C27H30N2O5, computed with wB97M-V/def2-TZVPD.

```
! wB97M-V def2-TZVPD RIJCOSX def2/J DEFGRID3
* xyz 0 1
C -7.230 -2.706 0.520
C -5.903 -2.068 0.908
C -5.913 -0.562 0.638
O -4.707 0.069 1.016
C -3.596 -0.076 0.248
C -3.544 -0.686 -1.001
C -2.347 -0.744 -1.695
C -1.189 -0.204 -1.164
C 0.125 -0.303 -1.898
C 1.127 -1.117 -1.133
C 2.237 -0.371 -0.919
O 3.324 -0.751 -0.256
C 3.302 -2.012 0.259
C 4.434 -2.425 0.963
C 4.480 -3.689 1.508
C 3.402 -4.560 1.362
C 2.284 -4.156 0.671
C 2.210 -2.879 0.106
C 0.996 -2.472 -0.635
O 0.027 -3.193 -0.800
C 2.079 0.968 -1.562
O 2.899 1.854 -1.665
N 0.818 0.962 -2.056
C 0.244 2.076 -2.768
C -0.453 3.101 -1.865
C 0.522 3.855 -0.950
N 0.699 3.205 0.341
C -0.312 3.624 1.300
C -0.107 2.901 2.633
O 1.183 3.114 3.153
C 2.158 2.706 2.220
C 2.017 3.466 0.904
C -1.238 0.401 0.086
C -2.425 0.472 0.780
H -8.048 -2.263 1.084
H -7.430 -2.564 -0.540
H -7.210 -3.773 0.725
H -5.708 -2.227 1.970
H -5.089 -2.534 0.350
H -6.677 -0.081 1.256
H -6.148 -0.358 -0.414
H -4.422 -1.121 -1.449
H -2.323 -1.230 -2.659
H -0.057 -0.750 -2.887
H 5.257 -1.735 1.063
H 5.358 -4.005 2.050
H 3.447 -5.548 1.792
H 1.431 -4.805 0.541
H -0.475 1.678 -3.490
H 1.057 2.571 -3.309
H -0.951 3.819 -2.520
H -1.214 2.602 -1.266
H 0.168 4.891 -0.814
H 1.495 3.900 -1.440
H -1.303 3.383 0.908
H -0.259 4.714 1.478
H -0.805 3.281 3.382
H -0.273 1.822 2.498
H 3.126 2.907 2.680
H 2.063 1.626 2.028
H 2.775 3.123 0.200
H 2.165 4.543 1.098
H -0.337 0.835 0.495
H -2.480 0.943 1.749
*
```

Summary:
E_HOMO ... -8.428 eV
LUMO level ... -0.216 eV
SMILES string ... CCCOc1ccc([C@@H]2c3c(oc4ccccc4c3=O)C(=O)N2CCCN2CCOCC2)cc1

Atomic partial charges in e from the Löwdin method, atoms 1 to 5:
1. C -0.11
2. C -0.23
3. C -0.21
4. O -0.04
5. C -0.26



Which of them is most stable, and which least? Most stable: ii; least stable: i.



## i
C2H2Cl3NO as an isolated structure, computed with wB97M-V/def2-TZVPD.

```
! wB97M-V def2-TZVPD RIJCOSX def2/J DEFGRID3
* xyz 0 1
C 0.964 -0.008 -0.007
C -0.913 -0.493 0.054
N 1.304 1.288 0.312
O 0.643 2.204 -0.183
Cl -1.080 -2.295 0.068
Cl -1.673 0.081 -1.453
Cl -1.621 0.235 1.464
H 1.086 -0.771 0.735
H 1.290 -0.241 -0.991
*
```

Summary:
E_HOMO (spin up / spin down) ... -9.643 / -9.650 eV
LUMO level (spin up / spin down) ... -1.245 / -1.250 eV

Atomic partial charges in e from the Löwdin method, atoms 1 to 5:
1. C -0.17
2. C -1.56
3. N -0.06
4. O 0.01
5. Cl 0.51



## ii
A 2-piece molecular cluster, C2H2Cl3NO overall, computed with wB97M-V/def2-TZVPD.

```
! wB97M-V def2-TZVPD RIJCOSX def2/J DEFGRID3
* xyz 0 1
C -0.003 -0.141 -0.515
C -2.370 0.044 0.004
N 0.781 0.377 0.474
O 0.480 1.091 -0.764
Cl -2.970 -1.553 -0.328
Cl -2.232 0.367 1.711
Cl -3.137 1.298 -0.882
H 0.134 -1.007 -1.131
H 0.259 0.794 1.255
*
```

Summary:
E_HOMO (spin up / spin down) ... -8.786 / -8.786 eV
LUMO level (spin up / spin down) ... -0.347 / -0.348 eV

Atomic partial charges in e from the Löwdin method, atoms 1 to 5:
1. C -0.21
2. C -1.65
3. N 0.06
4. O -0.01
5. Cl 0.52



Which of them is most stable, and which least? Most stable: i; least stable: ii.



## i
A 2-piece molecular cluster, H5N2P overall, computed with wB97M-V/def2-TZVPD.

```
! wB97M-V def2-TZVPD RIJCOSX def2/J DEFGRID3
* xyz 0 1
N -0.717 0.975 -1.264
N 0.423 0.624 -0.664
P 0.156 -0.858 2.125
H -1.203 1.886 -1.018
H -1.248 0.306 -1.910
H 0.756 -0.149 -1.302
H 1.550 -0.520 2.384
H 0.283 -2.264 1.650
*
```

Summary:
E_HOMO (spin up / spin down) ... -7.733 / -8.237 eV
LUMO level (spin up / spin down) ... -0.569 / 0.915 eV

Atomic partial charges in e from the Löwdin method, atoms 1 to 5:
1. N -0.15
2. N -0.11
3. P 0.47
4. H 0.11
5. H 0.12



## ii
A 2-piece molecular cluster, H5N2P overall, computed with wB97M-V/def2-TZVPD.

```
! wB97M-V def2-TZVPD RIJCOSX def2/J DEFGRID3
* xyz 0 1
N -1.363 0.062 0.426
N 1.277 0.378 0.582
P -0.207 0.963 -0.211
H -2.240 0.009 -0.143
H -1.168 -0.943 0.662
H 2.094 0.969 0.409
H 1.456 -0.616 0.336
H 0.151 -0.820 -2.060
*
```

Summary:
E_HOMO (spin up / spin down) ... -6.995 / -8.187 eV
LUMO level (spin up / spin down) ... -0.310 / 0.012 eV

Atomic partial charges in e from the Löwdin method, atoms 1 to 5:
1. N -0.35
2. N -0.29
3. P 0.67
4. H 0.05
5. H 0.07



Which of them is most stable, and which least? Most stable: ii; least stable: i.



## i
A 8-piece molecular cluster, H18NO7 overall, computed with wB97M-V/def2-TZVPD.

```
! wB97M-V def2-TZVPD RIJCOSX def2/J DEFGRID3
* xyz 1 1
N 0.151 -0.193 0.508
H 0.653 0.519 -0.075
H -0.682 -0.025 1.145
H 1.022 -0.473 0.964
H -0.084 -1.088 -0.122
O 0.751 2.398 1.799
H 0.177 3.007 1.461
H 1.458 2.639 1.242
O -0.262 -0.619 3.630
H -0.813 -1.306 2.958
H -0.608 -0.744 4.589
O 2.347 -1.626 -0.817
H 2.373 -2.499 -0.425
H 3.253 -1.417 -0.824
O -1.364 1.987 -1.090
H -2.154 1.421 -0.796
H -1.445 2.382 -2.013
O -2.868 -0.177 -0.656
H -2.657 -0.533 -1.502
H -3.867 -0.087 -0.748
O -0.280 -3.408 -1.224
H -0.014 -3.618 -2.171
H -0.124 -4.253 -0.864
O 1.708 2.282 -1.425
H 2.305 2.638 -2.051
H 1.035 2.784 -1.495
*
```

Summary:
E_HOMO ... -14.381 eV
LUMO level ... -2.960 eV

Atomic partial charges in e from the Löwdin method, atoms 1 to 5:
1. N 0.24
2. H 0.10
3. H 0.14
4. H 0.11
5. H 0.16



## ii
A 8-piece molecular cluster, H18NO7 overall, computed with wB97M-V/def2-TZVPD.

```
! wB97M-V def2-TZVPD RIJCOSX def2/J DEFGRID3
* xyz 1 1
N -1.355 -0.327 1.431
H -1.002 0.386 0.795
H -1.667 0.173 2.270
H -2.061 -0.948 0.966
H -0.521 -0.826 1.660
H 0.743 -2.245 -1.320
H 0.083 -2.749 -2.612
O -0.089 -2.191 -1.839
H -0.627 2.729 2.327
H -1.977 2.725 3.148
O -1.250 2.183 2.799
H -1.749 -1.958 -1.171
H -3.259 -1.758 -0.894
O -2.385 -1.411 -0.670
H 1.077 1.416 -1.715
H 0.891 3.010 -1.731
O 0.896 2.232 -1.174
H 1.558 -0.784 1.037
H 1.667 -2.352 1.218
O 1.079 -1.617 1.050
H 1.802 1.907 1.722
H 1.936 1.496 0.256
O 1.833 1.119 1.175
H 0.773 -0.482 -2.596
H 2.073 0.148 -3.459
O 1.530 0.125 -2.673
*
```

Summary:
E_HOMO ... -14.367 eV
LUMO level ... -2.714 eV

Atomic partial charges in e from the Löwdin method, atoms 1 to 5:
1. N 0.27
2. H 0.12
3. H 0.12
4. H 0.11
5. H 0.07



Which of them is most stable, and which least? Most stable: ii; least stable: i.



## i
A 2-piece molecular cluster, C2H8OS2 overall, computed with wB97M-V/def2-TZVPD.

```
! wB97M-V def2-TZVPD RIJCOSX def2/J DEFGRID3
* xyz 1 2
S 1.831 2.890 -6.577
S 0.042 2.127 -6.696
H 1.888 2.948 -5.228
H -0.542 2.109 -5.452
C -0.217 -0.459 2.875
O -1.405 -0.050 2.194
C -0.179 -1.996 2.900
H 0.629 -0.043 2.319
H -0.161 0.033 3.840
H -1.360 -0.334 1.287
H 0.480 -2.330 2.091
H 0.153 -2.502 3.802
H -1.160 -2.392 2.645
*
```

Summary:
E_HOMO (spin up / spin down) ... -11.901 / -11.901 eV
LUMO level (spin up / spin down) ... -5.650 / -8.863 eV
Expectation value of S² ... 0.75

Atomic partial charges in e from the Löwdin method, atoms 1 to 5:
1. S 0.59
2. S 0.56
3. H -0.09
4. H -0.06
5. C -0.30



## ii
A 3-piece molecular cluster, C2H8OS2 overall, computed with wB97M-V/def2-TZVPD.

```
! wB97M-V def2-TZVPD RIJCOSX def2/J DEFGRID3
* xyz 1 2
C -0.089 0.828 -1.513
S 1.097 1.688 -0.585
S -1.455 -0.869 0.670
C -0.464 0.316 1.686
H 0.011 1.120 -2.534
H 0.100 -0.260 -1.461
H -1.172 0.912 -1.300
H -0.920 0.032 2.583
H 0.602 0.047 1.555
H -0.908 1.271 1.256
H 1.516 -3.186 -0.352
H 0.269 -2.129 0.043
O 1.195 -2.221 -0.274
*
```

Summary:
E_HOMO (spin up / spin down) ... -13.626 / -13.912 eV
LUMO level (spin up / spin down) ... -6.403 / -8.845 eV
Expectation value of S² ... 1.67

Atomic partial charges in e from the Löwdin method, atoms 1 to 5:
1. C -0.48
2. S 1.11
3. S 0.72
4. C -0.45
5. H 0.06



Which of them is most stable, and which least? Most stable: i; least stable: ii.



## i
A 2-piece molecular cluster, F3HN2 overall, computed with wB97M-V/def2-TZVPD.

```
! wB97M-V def2-TZVPD RIJCOSX def2/J DEFGRID3
* xyz 0 1
N 0.196 0.535 0.564
N -0.813 -0.094 0.116
F 0.228 1.619 -0.240
F -0.855 -1.339 0.661
F -0.763 -0.448 -1.411
H 2.006 -0.273 0.310
*
```

Summary:
E_HOMO (spin up / spin down) ... -11.109 / -11.022 eV
LUMO level (spin up / spin down) ... -0.960 / -2.376 eV

Atomic partial charges in e from the Löwdin method, atoms 1 to 5:
1. N -0.01
2. N -0.09
3. F -0.03
4. F 0.03
5. F -0.10



## ii
One molecule with the formula F3HN2, computed with wB97M-V/def2-TZVPD.

```
! wB97M-V def2-TZVPD RIJCOSX def2/J DEFGRID3
* xyz 0 1
F -0.299 0.477 -1.760
N 0.349 0.279 -0.532
N -0.458 0.372 0.564
F 0.417 0.419 1.591
F -0.967 -0.917 0.747
H 0.958 -0.630 -0.610
*
```

Summary:
E_HOMO ... -11.353 eV
LUMO level ... 1.067 eV
SMILES string ... FNN(F)F

Atomic partial charges in e from the Löwdin method, atoms 1 to 5:
1. F -0.04
2. N -0.03
3. N -0.11
4. F 0.02
5. F -0.03



Which of them is most stable, and which least? Most stable: ii; least stable: i.